{"formula": "C29H38N8O2PSn", "method": "ωB97M-V with the def2-TZVPD basis set", "species": ["Sn", "C", "C", "N", "N", "C", "O", "C", "C", "C", "C", "C", "C", "C", "C", "C", "C", "C", "N", "H", "H", "H", "H", "H", "H", "H", "H", "H", "H", "H", "H", "N", "C", "C", "C", "C", "C", "C", "C", "C", "N", "C", "H", "H", "H", "H", "H", "H", "H", "H", "C", "N", "C", "P", "O", "N", "C", "C", "N", "C", "C", "H", "H", "H", "H", "H", "H", "H", "H", "H", "H", "H", "H", "H", "H", "H", "H", "H", "H"], "coordinates": [[0.386, -1.259, -0.149], [2.887, -0.279, 5.106], [2.660, -0.811, 3.727], [1.448, -0.991, 3.310], [0.298, -1.117, 3.614], [-0.795, -0.533, 2.858], [-0.655, -0.203, 1.678], [-2.013, -0.427, 3.597], [-3.139, 0.156, 2.978], [-4.287, 0.334, 3.705], [-4.338, -0.071, 5.047], [-3.239, -0.661, 5.667], [-2.081, -0.855, 4.949], [3.749, -1.086, 2.797], [5.073, -0.884, 3.148], [6.046, -1.043, 2.169], [5.655, -1.440, 0.907], [4.294, -1.670, 0.667], [3.360, -1.486, 1.576], [1.953, -0.031, 5.602], [3.391, -1.070, 5.672], [3.526, 0.602, 5.086], [-3.066, 0.476, 1.946], [-5.149, 0.808, 3.255], [-5.251, 0.072, 5.613], [-3.299, -0.970, 6.703], [-1.225, -1.343, 5.396], [5.356, -0.601, 4.154], [7.087, -0.851, 2.397], [6.379, -1.561, 0.112], [3.954, -1.987, -0.311], [-1.037, -3.154, 0.689], [-2.417, -3.005, 0.250], [-3.445, -3.698, 0.820], [-4.756, -3.598, 0.306], [-5.005, -2.817, -0.785], [-3.964, -2.052, -1.366], [-4.166, -1.204, -2.480], [-3.130, -0.451, -2.962], [-1.880, -0.547, -2.342], [-1.646, -1.354, -1.318], [-2.667, -2.123, -0.823], [-1.030, -3.488, 1.648], [-0.615, -3.906, 0.144], [-3.258, -4.359, 1.661], [-5.552, -4.169, 0.767], [-5.996, -2.768, -1.222], [-5.144, -1.162, -2.946], [-3.262, 0.212, -3.805], [-1.045, 0.047, -2.691], [1.587, -0.446, -4.139], [1.266, 0.978, -3.979], [1.777, 1.814, -5.075], [0.978, 1.645, -2.503], [0.962, 0.563, -1.435], [-0.457, 2.419, -2.630], [-1.020, 3.002, -1.409], [-1.182, 2.745, -3.855], [2.084, 2.773, -2.082], [3.206, 2.474, -1.194], [2.074, 4.133, -2.624], [1.008, -0.869, -4.963], [1.348, -0.993, -3.233], [2.648, -0.585, -4.368], [1.330, 1.494, -6.018], [2.863, 1.716, -5.173], [1.538, 2.863, -4.914], [-0.438, 2.694, -0.541], [-2.052, 2.665, -1.275], [-1.026, 4.094, -1.455], [-0.728, 2.264, -4.715], [-1.208, 3.825, -4.018], [-2.218, 2.403, -3.776], [3.069, 1.497, -0.739], [3.263, 3.229, -0.405], [4.157, 2.491, -1.734], [1.201, 4.297, -3.251], [2.974, 4.329, -3.209], [2.045, 4.861, -1.810]], "homo_lumo_gap_ha": 0.170, "total_charge": 3, "de_lowest_ev": 1.269, "e_tot_ha": -2271.1911}